Entry from OMol25: C34H47BCeF5N8O4SSi as an isolated structure in a non-equilibrium geometry (the ωB97M-V functional and the def2-TZVPD basis).

Computed properties:
relative energy (zero: lowest compared OMol25 entry of this formula, charge and spin)	0.0	kJ/mol
calculated total energy	-102037.3157	eV
LUMO (alpha / beta)	-5.346 / -5.638	eV
highest occupied orbital energy (alpha / beta)	-11.36 / -11.35	eV
charge	+1
molecular weight	937.9	g/mol

Cartesian coordinates (Å):
Ce 1.388 -0.098 -0.514
C -1.954 -3.106 -0.865
C -0.478 -3.131 -0.627
C 0.269 -3.794 0.379
C 1.582 -3.439 0.201
N 1.659 -2.637 -0.985
N 0.358 -2.363 -1.378
B 2.824 -2.649 -2.010
N 4.026 -2.047 -1.208
C 5.305 -2.131 -1.702
C 6.018 -0.976 -1.450
C 5.091 -0.160 -0.658
C 5.406 1.197 -0.071
N 3.894 -0.823 -0.570
N 2.437 -1.684 -3.168
C 2.783 -1.751 -4.456
C 2.604 -0.535 -5.086
C 2.150 0.316 -4.061
C 1.654 1.755 -4.183
N 2.057 -0.328 -2.884
N 3.123 -4.137 -2.392
C 2.192 -4.956 -3.024
C 2.431 -6.274 -2.608
C 3.403 -6.162 -1.559
C 4.006 -7.181 -0.711
N 3.840 -4.909 -1.413
H -2.476 -3.495 0.007
H -2.279 -3.612 -1.780
H -2.326 -2.035 -0.945
H -0.056 -4.600 1.016
H 2.519 -3.728 0.683
H 5.737 -2.993 -2.265
H 7.006 -0.649 -1.815
H 4.525 1.581 0.514
H 5.730 1.951 -0.777
H 6.212 1.056 0.667
H 3.236 -2.642 -4.891
H 2.855 -0.178 -6.075
H 2.364 2.405 -3.638
H 0.691 1.836 -3.669
H 1.667 2.058 -5.249
H 1.548 -4.594 -3.809
H 2.012 -7.144 -3.055
H 3.575 -8.144 -0.901
H 3.756 -6.883 0.339
H 5.103 -7.223 -0.792
F 1.635 1.769 6.145
C 1.910 1.764 4.815
C 2.037 2.955 4.081
F 2.025 4.182 4.723
C 2.254 2.941 2.682
F 2.475 4.020 1.928
C 2.083 1.718 1.939
O 2.182 1.709 0.652
C 1.867 0.550 2.737
F 1.563 -0.571 1.963
C 1.788 0.548 4.104
F 1.392 -0.535 4.733
C -1.191 3.739 2.501
C -1.453 4.036 0.992
C -2.113 5.399 0.784
C -0.216 4.020 0.066
O -2.397 3.048 0.518
Si -2.640 1.496 0.635
S -1.206 0.421 -0.586
O -4.069 1.160 -0.107
C -4.970 1.906 -0.950
C -5.993 0.917 -1.387
C -4.275 2.547 -2.207
C -5.702 2.889 -0.123
O -2.643 1.012 2.177
C -3.265 -0.030 2.950
C -2.156 -0.501 3.917
C -4.408 0.604 3.710
C -3.708 -1.116 2.044
H -0.440 4.403 2.926
H -0.891 2.663 2.688
H -2.153 3.907 3.053
H -1.401 6.163 0.836
H -2.957 5.677 1.394
H -2.368 5.492 -0.282
H 0.489 4.822 0.413
H -0.530 4.325 -0.923
H 0.188 3.022 -0.096
H -5.676 0.093 -1.990
H -6.796 1.431 -1.919
H -6.455 0.408 -0.539
H -3.660 1.835 -2.789
H -3.665 3.267 -1.709
H -4.920 3.140 -2.808
H -6.389 2.416 0.591
H -6.362 3.505 -0.816
H -5.037 3.600 0.327
H -2.030 0.267 4.640
H -1.224 -0.634 3.319
H -2.338 -1.427 4.471
H -4.123 1.393 4.409
H -4.881 -0.164 4.329
H -5.181 0.950 2.990
H -2.827 -1.526 1.528
H -4.395 -0.735 1.343
H -4.250 -1.856 2.616

=====

Entry from OMol25: a 13-piece molecular cluster, C96H210N13O12 overall in a non-equilibrium geometry (the ωB97M-V functional and the def2-TZVPD basis).

Computed properties:
calculated total energy	-146843.2472	eV
LUMO	-6.252	eV
highest occupied orbital energy	-15.26	eV
charge	+5
molecular weight	1738.8	g/mol

Cartesian coordinates (Å):
C 1.854 -6.751 3.058
C 3.291 -6.511 2.651
C 3.418 -5.243 1.823
N 4.593 -5.274 0.807
C 4.323 -6.318 -0.278
C 5.954 -5.410 1.431
C 6.205 -3.972 1.927
C 5.462 -3.006 0.991
C 4.503 -3.906 0.162
H 1.227 -6.615 2.163
H 1.499 -6.168 3.893
H 1.652 -7.837 3.250
H 3.669 -7.284 1.983
H 3.980 -6.471 3.481
H 3.676 -4.386 2.434
H 2.548 -5.112 1.171
H 4.983 -6.068 -1.160
H 3.234 -6.234 -0.536
H 4.528 -7.316 0.157
H 6.629 -5.643 0.578
H 5.993 -6.134 2.183
H 7.266 -3.831 1.982
H 5.874 -3.749 2.963
H 6.205 -2.480 0.340
H 4.862 -2.268 1.564
H 4.807 -3.961 -0.922
H 3.504 -3.633 0.341
C 6.000 0.164 2.844
C 6.036 0.982 4.124
C 6.534 0.295 5.435
C 5.417 -0.476 6.103
N 5.722 -1.119 7.395
C 4.527 -1.841 7.968
C 4.097 -1.039 9.183
C 5.476 -0.679 9.692
C 6.121 -0.136 8.435
C 6.937 -2.061 7.153
C 6.705 -3.131 6.117
C 7.811 -4.203 6.223
H 6.972 -0.207 2.682
H 5.576 0.806 2.091
H 5.291 -0.687 2.895
H 5.031 1.379 4.421
H 6.709 1.813 3.965
H 6.816 1.053 6.141
H 7.397 -0.316 5.159
H 4.958 -1.262 5.457
H 4.595 0.183 6.324
H 4.852 -2.807 8.388
H 3.825 -1.890 7.150
H 3.571 -1.709 9.838
H 3.532 -0.088 8.961
H 6.110 -1.412 10.171
H 5.448 0.133 10.390
H 7.192 -0.036 8.620
H 5.654 0.831 8.182
H 7.279 -2.417 8.139
H 7.748 -1.433 6.811
H 6.586 -2.713 5.103
H 5.759 -3.673 6.336
H 7.645 -4.742 7.142
H 8.812 -3.758 6.360
H 7.893 -4.803 5.316
C -1.418 5.116 -0.935
C -1.837 4.959 -2.453
C -2.213 6.329 -2.913
C -3.361 6.928 -2.159
N -3.977 8.141 -2.787
C -5.103 8.728 -1.994
C -6.425 8.356 -2.710
C -6.025 7.426 -3.849
C -4.587 7.868 -4.122
C -2.885 9.232 -2.974
C -2.244 9.697 -1.649
C -0.971 10.521 -2.062
H -0.744 4.315 -0.701
H -2.294 4.947 -0.261
H -0.879 6.112 -0.782
H -2.661 4.274 -2.494
H -0.991 4.538 -3.059
H -2.593 6.278 -3.951
H -1.276 6.908 -2.912
H -3.158 7.147 -1.155
H -4.138 6.185 -2.061
H -4.909 9.790 -1.984
H -5.126 8.498 -0.934
H -6.910 9.258 -3.085
H -7.147 7.825 -2.098
H -6.602 7.604 -4.788
H -6.000 6.387 -3.499
H -4.635 8.798 -4.665
H -4.067 7.183 -4.734
H -3.380 10.079 -3.408
H -2.166 8.856 -3.751
H -1.876 8.809 -1.080
H -3.048 10.221 -1.106
H -0.388 10.922 -1.218
H -1.269 11.358 -2.649
H -0.287 9.852 -2.608
C 7.896 -0.802 -6.588
C 7.977 0.295 -7.604
C 6.913 1.461 -7.580
C 5.474 0.977 -7.427
N 4.443 2.079 -7.223
C 3.067 1.485 -7.133
C 2.189 2.721 -7.413
C 3.011 3.686 -8.343
C 4.371 3.036 -8.420
C 4.715 2.920 -5.985
C 4.998 2.222 -4.691
C 5.486 3.315 -3.728
H 7.811 -0.352 -5.613
H 8.777 -1.437 -6.577
H 7.119 -1.514 -6.631
H 7.904 -0.243 -8.572
H 8.999 0.733 -7.653
H 7.048 2.071 -8.468
H 7.174 1.972 -6.703
H 5.497 0.349 -6.555
H 5.116 0.453 -8.223
H 2.906 0.965 -6.131
H 2.979 0.713 -7.948
H 1.872 3.267 -6.501
H 1.284 2.407 -7.936
H 3.106 4.689 -7.904
H 2.569 3.829 -9.350
H 5.126 3.821 -8.259
H 4.492 2.515 -9.396
H 3.777 3.527 -5.875
H 5.545 3.478 -6.300
H 5.753 1.431 -4.754
H 4.134 1.761 -4.297
H 5.745 2.927 -2.773
H 4.723 4.049 -3.452
H 6.396 3.833 -4.142
C -0.336 9.675 2.069
C -1.158 8.362 1.991
C -1.240 7.694 3.417
C -2.120 8.435 4.375
N -2.712 7.692 5.552
C -3.842 6.809 5.057
C -5.008 7.740 5.011
C -4.875 8.451 6.383
C -3.377 8.700 6.474
C -1.629 6.928 6.261
C -0.347 7.608 6.692
C 0.638 6.497 7.240
H -0.099 10.102 1.095
H 0.689 9.540 2.515
H -0.876 10.408 2.613
H -0.677 7.693 1.284
H -2.088 8.591 1.504
H -0.210 7.538 3.717
H -1.620 6.685 3.337
H -3.068 8.783 3.944
H -1.665 9.353 4.791
H -4.044 6.012 5.796
H -3.564 6.366 4.102
H -5.948 7.141 4.919
H -4.958 8.410 4.178
H -5.268 7.884 7.180
H -5.439 9.403 6.439
H -3.013 8.531 7.469
H -3.075 9.689 6.111
H -1.374 6.048 5.649
H -2.110 6.517 7.120
H -0.517 8.326 7.503
H 0.090 8.170 5.827
H 1.651 6.853 7.265
H 0.575 5.604 6.637
H 0.207 6.210 8.194
C 4.834 -0.999 -2.852
C 4.775 0.097 -1.759
C 3.314 0.564 -1.571
C 2.423 -0.494 -0.840
N 0.988 -0.054 -0.724
C 0.258 -1.140 -0.197
C -1.207 -0.934 -0.545
C -1.134 0.029 -1.763
C 0.361 0.245 -2.026
C 0.907 1.216 0.068
C 1.509 1.296 1.475
C 1.866 2.769 1.828
H 5.790 -1.493 -2.891
H 4.622 -0.477 -3.827
H 4.145 -1.812 -2.662
H 5.366 0.985 -2.046
H 5.090 -0.206 -0.731
H 2.888 0.740 -2.577
H 3.301 1.523 -1.067
H 2.687 -0.649 0.200
H 2.450 -1.474 -1.406
H 0.382 -1.309 0.871
H 0.588 -2.057 -0.634
H -1.778 -0.462 0.198
H -1.534 -1.897 -0.845
H -1.597 0.997 -1.589
H -1.559 -0.351 -2.719
H 0.748 1.183 -2.403
H 0.660 -0.534 -2.762
H -0.132 1.448 0.167
H 1.396 1.917 -0.625
H 2.345 0.639 1.637
H 0.806 0.925 2.218
H 2.395 3.269 0.943
H 2.486 2.820 2.735
H 1.011 3.332 2.046
C -0.187 -9.074 -6.186
C 0.548 -7.724 -6.081
C -0.278 -6.588 -6.543
C 0.694 -5.425 -6.402
N 0.210 -4.009 -6.602
C 1.355 -3.068 -6.212
C 0.601 -1.714 -6.258
C -0.781 -2.068 -5.690
C -0.793 -3.627 -5.598
C -0.370 -3.816 -7.999
C 0.665 -3.745 -9.067
C 0.158 -3.392 -10.455
H -0.520 -9.162 -7.239
H -1.056 -9.157 -5.477
H 0.481 -9.893 -5.960
H 1.547 -7.773 -6.698
H 0.824 -7.527 -4.988
H -1.176 -6.399 -5.935
H -0.515 -6.684 -7.598
H 1.510 -5.433 -7.154
H 1.172 -5.399 -5.450
H 2.247 -3.173 -6.850
H 1.671 -3.367 -5.235
H 0.492 -1.404 -7.318
H 1.204 -0.954 -5.792
H -1.613 -1.761 -6.385
H -0.883 -1.709 -4.689
H -1.750 -4.107 -5.805
H -0.483 -3.919 -4.600
H -1.016 -2.947 -7.873
H -1.043 -4.670 -8.135
H 1.250 -4.643 -9.084
H 1.410 -3.017 -8.771
H 1.061 -3.322 -11.055
H -0.326 -2.453 -10.556
H -0.509 -4.108 -10.911
C 1.406 1.112 7.044
C 0.252 0.470 7.824
C -0.852 -0.199 6.907
C -1.771 0.853 6.284
N -2.815 0.321 5.270
C -2.181 0.080 3.925
C -3.302 0.081 2.937
C -4.438 1.008 3.564
C -3.746 1.402 4.956
C -3.485 -0.908 5.834
C -4.060 -0.735 7.169
C -4.415 -2.140 7.618
H 1.065 2.047 6.522
H 1.777 0.474 6.273
H 2.160 1.466 7.829
H -0.215 1.183 8.492
H 0.655 -0.364 8.427
H -1.331 -0.968 7.496
H -0.329 -0.689 6.116
H -1.254 1.636 5.725
H -2.442 1.335 7.015
H -1.605 -0.850 3.933
H -1.385 0.824 3.890
H -3.690 -0.954 2.772
H -3.089 0.456 1.949
H -5.317 0.471 3.745
H -4.578 1.907 2.894
H -4.444 1.492 5.774
H -3.055 2.215 4.763
H -2.698 -1.636 5.783
H -4.336 -1.075 5.137
H -4.973 -0.054 7.134
H -3.303 -0.282 7.776
H -4.812 -2.698 6.766
H -5.233 -2.118 8.400
H -3.493 -2.646 8.024
C -4.880 -8.087 -2.786
C -5.915 -7.003 -2.879
C -7.340 -7.558 -2.954
C -7.697 -8.254 -1.580
N -9.234 -8.405 -1.374
C -9.802 -9.193 -2.552
C -11.011 -8.442 -3.037
C -10.704 -6.955 -2.612
C -9.860 -7.028 -1.314
C -9.448 -9.102 -0.072
C -10.838 -9.306 0.371
C -10.779 -9.492 1.913
H -5.144 -8.923 -2.127
H -3.907 -7.711 -2.540
H -4.758 -8.507 -3.827
H -5.752 -6.415 -3.822
H -5.826 -6.326 -2.014
H -7.468 -8.201 -3.812
H -8.054 -6.715 -3.130
H -7.210 -7.720 -0.773
H -7.268 -9.228 -1.453
H -10.093 -10.223 -2.294
H -9.012 -9.215 -3.233
H -11.924 -8.762 -2.589
H -11.198 -8.558 -4.139
H -11.677 -6.483 -2.358
H -10.255 -6.437 -3.476
H -10.470 -6.869 -0.411
H -8.984 -6.390 -1.301
H -8.934 -8.543 0.729
H -8.939 -10.059 -0.253
H -11.239 -10.210 -0.121
H -11.584 -8.575 0.017
H -10.669 -8.489 2.283
H -9.921 -10.055 2.256
H -11.772 -9.759 2.368
N -2.322 3.922 3.154
O -2.960 4.767 2.503
O -2.012 2.860 2.598
O -1.992 4.090 4.364
N 1.578 -3.984 -2.684
O 0.304 -4.037 -2.757
O 2.193 -3.016 -3.187
O 2.216 -4.895 -2.109
N 0.742 2.408 -4.356
O 1.919 2.013 -4.108
O -0.044 1.684 -4.917
O 0.421 3.581 -4.074
N 2.182 -1.800 3.699
O 1.040 -1.700 3.217
O 3.195 -2.007 2.867
O 2.426 -1.586 4.926

=====

Entry from OMol25: an isolated ion of composition C2H7N4O and charge +1 in a non-equilibrium geometry (the ωB97M-V functional and the def2-TZVPD basis).

Computed properties:
relative energy (zero: lowest compared OMol25 entry of this formula, charge and spin)	473.9	kJ/mol
calculated total energy	-10184.3815	eV
LUMO	-3.666	eV
structure (SMILES)	NN1CC(=[NH2+])NO1
highest occupied orbital energy	-13.33	eV
charge	+1
molecular weight	103.1	g/mol

Cartesian coordinates (Å):
N -0.421 2.050 1.273
N -0.657 0.928 0.702
C 0.284 -0.232 0.788
C 0.108 -0.904 -0.499
N 0.640 -2.049 -0.862
N -0.632 -0.171 -1.322
O -1.007 1.062 -0.838
H 0.347 2.611 0.942
H -1.225 2.634 1.649
H 0.037 -0.746 1.638
H 1.284 0.151 1.049
H 1.399 -2.494 -0.370
H 0.666 -2.361 -1.910
H -0.824 -0.477 -2.238

=====

Entry from OMol25: an isolated molecule of C3H5FOS in a non-equilibrium geometry (the ωB97M-V functional and the def2-TZVPD basis).

Computed properties:
relative energy (zero: lowest compared OMol25 entry of this formula, charge and spin)	0.0	kJ/mol
calculated total energy	-18791.9014	eV
LUMO	0.603	eV
structure (SMILES)	O=C(S)CCF
highest occupied orbital energy	-10.04	eV
charge	0
molecular weight	108.1	g/mol

Cartesian coordinates (Å):
O -1.755 0.892 1.237
C -0.680 0.952 0.592
S -0.389 2.290 -0.500
C 0.338 -0.120 0.666
C 0.097 -1.157 -0.428
F 0.470 -0.568 -1.635
H 0.521 1.706 -1.275
H 0.257 -0.636 1.611
H 1.391 0.233 0.549
H -0.930 -1.510 -0.546
H 0.680 -2.082 -0.272